# 1
{"formula": "C21H27AlF19O5", "method": "ωB97M-V with the def2-TZVPD basis set", "species": ["C", "C", "C", "Al", "C", "C", "C", "C", "O", "C", "F", "F", "F", "O", "C", "C", "C", "O", "H", "H", "H", "H", "H", "H", "H", "H", "H", "H", "H", "H", "H", "H", "H", "H", "H", "H", "H", "C", "C", "C", "F", "F", "F", "F", "O", "C", "C", "F", "F", "F", "F", "H", "H", "H", "H", "C", "C", "C", "F", "F", "F", "F", "O", "C", "C", "F", "F", "F", "F", "H", "H", "H", "H"], "positions_angstrom": [[-4.45426, 3.61347, 3.44882], [-4.12434, 2.64451, 2.78464], [-3.66260, 1.52930, 1.99812], [-1.98388, 2.07894, 0.90987], [-0.45226, 1.02501, 1.72671], [-0.85702, -0.46885, 1.66836], [0.33789, -1.41191, 1.97018], [-2.32431, 1.45710, -1.01685], [-1.27334, 0.62720, -1.64397], [-0.29951, 1.28922, -2.19727], [0.45757, 0.41224, -2.89482], [0.53843, 1.87039, -1.33826], [-0.67604, 2.22609, -3.06768], [-1.82506, 3.87594, 1.10739], [-1.52219, 4.59545, -0.04980], [-2.75818, 5.05800, -0.87567], [-4.06928, 4.66794, -0.21285], [-2.73312, 6.47658, -1.12354], [-4.54092, 4.59163, 3.82595], [-4.47687, 1.30894, 1.30035], [-3.46709, 0.66498, 2.62535], [0.47474, 1.13867, 1.16243], [-0.25674, 1.29769, 2.76804], [-1.25981, -0.69605, 0.68083], [-1.62963, -0.65111, 2.41219], [1.19664, -0.81189, 2.25583], [0.10806, -2.10296, 2.78156], [0.61925, -1.99342, 1.09565], [-2.60440, 2.31526, -1.63233], [-3.20383, 0.81901, -0.99184], [-1.02360, 5.52205, 0.26725], [-0.82009, 4.09388, -0.73083], [-2.66856, 4.59154, -1.86161], [-4.87906, 5.10563, -0.80262], [-4.07940, 5.07934, 0.79409], [-4.17968, 3.59323, -0.14113], [-3.54942, 6.81106, -0.74327], [-0.42289, -6.56169, -2.04021], [-1.80748, -6.06128, -2.49753], [-2.01164, -4.55263, -2.68734], [-1.77972, -3.84705, -1.57164], [-3.29876, -4.32902, -3.04904], [-2.75158, -6.57035, -1.67633], [-2.02260, -6.62215, -3.72503], [-0.19263, -6.83272, -0.65921], [0.15410, -5.82453, 0.22688], [-0.93263, -5.54366, 1.27239], [-2.12738, -5.29612, 0.70566], [-0.57871, -4.46010, 1.99007], [0.52788, -4.71817, -0.43754], [1.24544, -6.25904, 0.89437], [-0.32018, -7.54181, -2.50470], [0.37989, -5.95771, -2.46324], [-1.36327, -4.17609, -3.48436], [-1.04735, -6.39908, 1.94291], [5.72055, 0.37783, -0.85486], [4.47088, -0.38968, -0.38220], [3.10816, 0.29889, -0.50982], [3.04562, 1.45947, 0.16465], [2.15631, -0.51630, -0.00730], [4.67576, -0.82303, 0.88138], [4.39958, -1.50734, -1.16486], [6.51629, 1.08391, 0.09767], [6.19894, 2.36434, 0.51433], [5.78857, 2.42458, 1.99180], [4.79425, 1.57012, 2.27411], [5.36516, 3.67441, 2.28771], [5.28729, 2.92186, -0.29974], [7.32835, 3.09979, 0.38571], [6.39791, -0.39624, -1.21377], [5.50386, 0.99645, -1.72573], [2.87031, 0.49095, -1.56113], [6.64363, 2.17908, 2.62667]], "mulliken_charge": [-0.472, -0.319, -0.529, -0.576, 0.030, -0.095, -1.074, -0.758, -0.387, 0.833, -0.323, -0.228, -0.278, -0.470, 0.082, 0.448, -1.472, -0.600, 0.408, 0.366, 0.409, -0.483, 0.567, 0.155, 0.187, 0.315, 0.365, 0.075, 0.593, 0.381, 0.527, -0.148, 0.086, 0.492, 0.382, 0.201, 0.348, -0.707, 0.872, 0.100, -0.198, -0.280, -0.277, -0.334, -0.408, 0.752, 0.192, -0.203, -0.176, -0.203, -0.326, 0.393, 0.340, 0.271, 0.181, -0.864, 0.923, 0.110, -0.302, -0.126, -0.273, -0.334, -0.408, 0.794, 0.197, -0.173, -0.255, -0.271, -0.310, 0.421, 0.357, 0.278, 0.210], "gap_ev": 6.73, "fmax_ev_per_a": 1.7, "de_lowest_kcal_mol": 0.00, "e_homo_ev": -4.621, "charge": -1}

***

# 2
{"formula": "C21H27AsBN4O4S2V", "method": "ωB97M-V with the def2-TZVPD basis set", "species": ["V", "O", "C", "O", "C", "O", "O", "C", "C", "S", "C", "C", "S", "H", "H", "H", "H", "H", "H", "B", "N", "C", "C", "C", "N", "N", "C", "C", "C", "N", "H", "H", "H", "H", "H", "H", "H", "H", "C", "As", "C", "C", "C", "C", "C", "C", "C", "C", "H", "H", "H", "H", "H", "H", "H", "H", "H", "H", "H", "H", "H"], "positions_angstrom": [[1.46956, 1.37541, 0.45084], [1.13278, 2.47691, -3.38632], [0.98330, 2.06731, -2.26660], [1.87077, 2.09402, -1.29781], [-0.34538, 1.38110, -1.79161], [-1.34964, 1.41347, -2.47283], [-0.20629, 0.79482, -0.62690], [5.41904, -1.28558, 0.71178], [4.33678, -0.22284, 0.84759], [2.82925, -0.53189, -0.01005], [4.52217, 0.86876, 1.59645], [5.77840, 1.09220, 2.40745], [3.26924, 2.10296, 1.76008], [5.12127, -2.02357, -0.03480], [5.59306, -1.81844, 1.65912], [6.37856, -0.85293, 0.39751], [6.62628, 0.51602, 2.01810], [5.62961, 0.79975, 3.45896], [6.05091, 2.15368, 2.40927], [-1.43412, 2.45085, 2.50577], [-0.74223, 3.40022, 1.45887], [-1.21534, 4.61570, 1.16486], [-0.29633, 5.27890, 0.36799], [0.74699, 4.36148, 0.21014], [0.47669, 3.22536, 0.87064], [-0.74659, 1.03235, 2.63991], [-1.22595, 0.11428, 3.48592], [-0.39679, -0.99797, 3.46918], [0.60242, -0.66824, 2.55244], [0.39614, 0.55876, 2.05498], [-2.60143, 2.28823, 2.17509], [-1.36756, 2.98737, 3.60595], [-2.17707, 4.92766, 1.54880], [-0.37929, 6.26988, -0.05686], [1.66095, 4.44118, -0.35192], [-2.12526, 0.32189, 4.04706], [-0.50177, -1.91073, 4.03634], [1.45846, -1.22944, 2.22099], [-0.58611, -3.90340, -0.34021], [-0.34643, -1.95149, -0.50277], [-2.11035, -1.50942, 0.23499], [-0.76554, -1.87299, -2.46793], [-2.20863, -2.02143, -2.84847], [-3.05594, -0.90496, -2.86433], [-4.40815, -1.05105, -3.15856], [-4.94610, -2.30652, -3.45200], [-4.10748, -3.41503, -3.46749], [-2.75153, -3.26968, -3.16890], [-1.52007, -4.24898, -0.79639], [-0.59695, -4.15982, 0.72468], [0.26223, -4.41571, -0.80601], [-2.90422, -2.11146, -0.21220], [-2.29988, -0.44577, 0.05441], [-2.07039, -1.68029, 1.31171], [-0.15042, -2.65473, -2.91035], [-0.39023, -0.90128, -2.79122], [-2.63024, 0.07779, -2.64139], [-5.04902, -0.17415, -3.15579], [-6.00222, -2.41541, -3.67424], [-4.50368, -4.39495, -3.71221], [-2.10026, -4.13816, -3.19173]], "lowdin_spin": [1.934, 0.013, 0.006, 0.001, 0.005, 0.007, 0.011, -0.001, 0.003, -0.002, 0.008, 0.000, -0.031, 0.000, 0.000, 0.000, 0.000, 0.001, 0.000, 0.001, 0.004, 0.007, 0.002, 0.009, 0.004, 0.003, 0.004, 0.001, 0.007, 0.001, 0.000, 0.000, 0.001, 0.000, 0.000, 0.000, 0.000, 0.001, 0.000, 0.000, 0.000, 0.000, 0.000, 0.000, 0.000, 0.000, 0.000, 0.000, 0.000, 0.000, 0.000, 0.000, 0.000, 0.000, 0.000, 0.000, 0.000, 0.000, 0.000, 0.000, 0.000], "gap_ev": [5.76, 5.79], "fmax_ev_per_a": 1.9, "de_lowest_kcal_mol": 19.89, "multiplicity": 3, "e_homo_ev": [-1.047, -1.077], "charge": -2}

***

# 3
{"formula": "C21H27B2ClN4O5PS", "method": "ωB97M-V with the def2-TZVPD basis set", "species": ["C", "C", "B", "O", "C", "Cl", "C", "C", "N", "B", "O", "O", "C", "C", "N", "P", "N", "N", "S", "H", "H", "H", "H", "H", "H", "H", "H", "H", "H", "H", "H", "H", "H", "H", "H", "H", "H", "H", "C", "C", "C", "C", "C", "C", "C", "O", "C", "C", "C", "C", "C", "C", "C", "O", "H", "H", "H", "H", "H", "H", "H", "H"], "positions_angstrom": [[-2.64399, 4.93685, 2.12597], [-2.16127, 5.64599, 0.79727], [-0.55139, 5.72589, 0.65101], [-0.03610, 7.00148, 0.24259], [0.44836, 4.43486, 0.90502], [-0.40694, 3.01492, 0.10859], [1.84485, 4.70558, 0.25531], [3.03978, 3.91547, 0.90722], [2.65015, 2.82612, 1.84454], [2.64199, 1.47004, 1.21212], [3.90979, 0.96583, 0.79370], [1.50930, 0.69051, 0.97515], [1.76664, -0.20020, -0.16166], [1.49017, 3.10429, 2.59467], [1.23835, 2.34124, 3.64620], [-0.16943, 2.58592, 4.72431], [-1.57612, 2.33186, 4.04094], [0.55276, 4.18234, 2.37189], [1.15169, 5.67522, 3.11705], [-3.76056, 4.95110, 2.20274], [-2.36527, 3.85884, 2.04677], [-2.22035, 5.42815, 3.03211], [-2.64389, 5.13567, -0.07119], [-2.54300, 6.70066, 0.83415], [-0.03917, 6.98209, -0.72822], [2.13546, 5.78748, 0.25783], [1.76519, 4.42638, -0.82628], [3.59395, 3.42457, 0.06566], [3.75843, 4.60492, 1.40506], [4.55545, 1.10178, 1.50000], [0.78835, -0.68176, -0.41592], [2.18060, 0.35809, -1.03763], [2.44207, -1.04502, 0.11859], [1.85797, 1.57440, 3.91415], [-0.04483, 1.66444, 5.82125], [-0.02432, 3.90910, 5.26917], [-1.39095, 2.08846, 3.06359], [2.51808, 5.42916, 3.16717], [0.22484, -3.91917, -5.70207], [-0.17071, -5.17165, -6.16356], [-0.74805, -6.08415, -5.29173], [-0.92153, -5.75158, -3.95075], [-0.50320, -4.50498, -3.48283], [0.06023, -3.58563, -4.36523], [-0.63659, -4.15477, -2.04836], [-0.27481, -3.06432, -1.63968], [-1.20966, -5.15703, -1.11852], [-1.29012, -4.86641, 0.24176], [-1.83714, -5.79296, 1.11846], [-2.31455, -7.00995, 0.63979], [-2.23177, -7.30646, -0.71333], [-1.67070, -6.38512, -1.59445], [-1.55574, -6.72744, -3.03234], [-1.96898, -7.79128, -3.45026], [0.66711, -3.20459, -6.38590], [-0.03027, -5.43519, -7.20486], [-1.05921, -7.05546, -5.65561], [0.37409, -2.61237, -4.00937], [-0.92319, -3.91987, 0.61864], [-1.89407, -5.56681, 2.17653], [-2.74781, -7.72946, 1.32402], [-2.59994, -8.25608, -1.08115]], "mulliken_charge": [-0.672, -0.560, 0.364, -0.476, 0.269, -0.063, -0.879, -0.799, 0.097, 0.457, -0.513, -0.306, -0.752, -0.276, -0.019, 0.329, -0.608, 0.135, -0.076, 0.398, 0.083, 0.201, 0.349, 0.258, 0.336, 0.327, 0.526, 0.344, 0.363, 0.322, 0.251, 0.320, 0.304, 0.331, 0.124, 0.115, 0.240, 0.157, -0.508, -0.474, -0.585, 0.302, 0.193, -0.551, 0.531, -0.695, 0.233, -0.520, -0.533, -0.461, -0.611, 0.305, 0.514, -0.662, 0.399, 0.401, 0.474, 0.467, 0.507, 0.394, 0.398, 0.479], "gap_ev": 6.95, "fmax_ev_per_a": 3.7, "e_homo_ev": -11.254, "charge": 1}

***

# 4
{"formula": "C21H27BCeN2OP2", "method": "ωB97M-V with the def2-TZVPD basis set", "species": ["C", "C", "C", "C", "C", "C", "C", "C", "C", "C", "C", "C", "C", "H", "H", "H", "H", "H", "H", "H", "N", "Ce", "C", "H", "H", "C", "H", "H", "P", "P", "C", "H", "H", "H", "C", "H", "H", "H", "C", "H", "H", "H", "C", "H", "H", "H", "C", "O", "H", "B", "C", "N", "H", "H", "H"], "positions_angstrom": [[-1.54919, 3.37919, -2.20251], [-1.32614, 2.06279, -1.80828], [-0.00234, 1.55055, -1.86877], [1.03607, 2.31633, -2.48366], [0.77038, 3.66898, -2.81489], [-0.50038, 4.19231, -2.65208], [2.27479, 1.69397, -2.68518], [2.44465, 0.32217, -2.45138], [1.36279, -0.39695, -1.83659], [1.41855, -1.81575, -1.71429], [2.61813, -2.45405, -2.02483], [3.73780, -1.73570, -2.47738], [3.65083, -0.37670, -2.71815], [-2.56015, 3.78991, -2.14813], [1.60125, 4.26490, -3.20314], [-0.69176, 5.23755, -2.87951], [3.09391, 2.26307, -3.12259], [2.69231, -3.53735, -1.90583], [4.67944, -2.26037, -2.64790], [4.49128, 0.19880, -3.12035], [0.29941, 0.31937, -1.30998], [0.56430, 0.44526, 1.10869], [-2.45558, 1.20939, -1.27529], [-2.46866, 0.20423, -1.73036], [-3.42606, 1.70305, -1.44160], [0.23304, -2.59494, -1.18322], [-0.69788, -2.28651, -1.68039], [0.38062, -3.66851, -1.35191], [-2.30384, 0.97495, 0.57826], [0.04970, -2.35630, 0.65432], [1.35661, -3.48318, 1.22923], [1.37787, -3.45225, 2.32623], [1.14917, -4.51067, 0.89412], [2.34320, -3.17856, 0.85469], [-1.50071, -3.26152, 0.96316], [-1.41486, -4.31124, 0.64252], [-1.70750, -3.22554, 2.04246], [-2.34076, -2.78257, 0.43566], [-2.65361, 2.69468, 1.10455], [-3.64508, 3.01749, 0.76212], [-2.60220, 2.72847, 2.19731], [-1.89097, 3.38468, 0.72743], [-3.88659, 0.14622, 0.88621], [-3.99498, 0.00586, 1.96949], [-4.72163, 0.74578, 0.49365], [-3.87952, -0.84466, 0.42043], [2.55923, -0.68299, 1.99426], [3.54984, -1.08771, 2.43161], [2.06314, 1.32948, 0.56102], [0.00761, 0.01014, 6.08658], [0.17156, 0.20034, 4.58443], [0.33176, 0.35387, 3.42453], [-1.03394, 0.54374, 6.44688], [0.97500, 0.53724, 6.61014], [-0.02989, -1.19078, 6.30820]], "mulliken_charge": [-0.449, -0.205, 0.678, 0.701, -0.829, -1.019, -0.893, 0.748, 0.618, -0.329, -0.372, -1.083, -0.778, 0.465, 0.490, 0.429, 0.536, 0.501, 0.431, 0.482, 0.106, 0.907, -1.112, 0.411, 0.645, -1.184, 0.413, 0.656, 0.654, 0.933, -1.549, 0.449, 0.456, 0.417, -1.182, 0.431, 0.426, 0.290, -1.325, 0.413, 0.441, 0.422, -1.190, 0.412, 0.425, 0.356, 0.409, -0.129, 0.067, 0.156, 0.124, -0.724, -0.047, -0.046, -0.055], "gap_ev": [6.09, 6.09], "fmax_ev_per_a": 6.4, "e_homo_ev": [-14.594, -14.594], "charge": 2}